ORCA calculation (ωB97M-V with the def2-TZVPD basis set) on C34H55BBr4ClF3K2MgNO14 as an isolated structure.

```
116
Properties=species:S:1:pos:R:3:forces:R:3
C -0.431173 -3.381031 -0.421939 -0.206 -0.247 -0.959
N -3.063929 -0.382183 1.097358 1.872 -1.967 -0.925
C 1.552870 1.416702 2.071776 -0.115 -0.169 -0.240
C -7.581729 0.605003 3.917037 -0.067 -0.005 0.289
C -3.227805 0.511303 -1.295104 0.654 -0.643 0.758
O -5.622336 1.449552 -7.775197 -0.188 -0.069 0.584
H -0.561481 -3.884739 -1.403513 0.484 0.298 0.228
H 2.558511 3.723910 4.200185 -0.419 0.111 -0.129
O -1.534698 -3.844213 0.330498 0.675 0.382 0.374
C 6.504592 -0.584585 1.497020 -0.260 -0.338 -0.101
H 2.049594 -0.731975 7.155069 -0.038 0.027 0.032
H -0.049864 -0.761109 2.577092 -0.255 -0.210 -0.280
H -1.517373 -1.661555 -1.176534 1.354 -1.120 1.777
H 6.752048 0.473010 1.601766 -0.199 0.033 -0.030
C -7.892683 1.471925 -7.324335 -0.959 -0.123 0.707
H 5.091207 2.113842 -3.755336 0.025 0.025 -0.022
H -7.427034 1.342857 3.135675 0.003 -0.078 -0.026
Br -6.186704 0.888335 5.247499 0.063 0.049 -0.101
H 8.070860 -1.024797 0.067317 -2.940 -1.409 0.745
H -3.314344 -0.535721 -1.711846 -0.027 1.153 0.437
H 4.349549 3.246225 -4.924033 0.074 0.035 0.069
H 6.152246 -0.952826 2.463360 0.269 0.095 0.126
C -4.407611 0.081662 -5.010897 -0.217 -1.383 -0.441
H -2.495581 -1.936356 3.989875 -0.088 -0.338 -0.413
Cl -2.772043 3.856343 -1.855408 -0.110 3.909 -0.696
H 5.672651 1.581842 -6.062470 0.047 -0.059 0.052
C 0.915674 -3.944105 0.083636 -0.853 -1.422 -0.860
H 5.220963 -1.628338 0.481763 -0.145 0.055 0.007
H 3.368555 2.521103 -3.635103 -0.031 -0.029 -0.051
H 4.579738 2.659628 0.027478 -0.287 -0.224 -0.002
C -2.882898 -1.959091 2.954022 0.359 0.725 0.645
C -2.179101 -0.748994 2.235423 -0.240 -0.908 2.121
H -0.427876 -7.885458 1.578354 0.036 -0.127 0.034
O -3.750649 -0.772212 -4.459901 0.564 0.209 0.340
Br -6.111955 -1.088435 2.143596 -0.422 0.101 -0.035
H 8.545105 -1.302299 1.756844 -0.166 -0.175 0.098
Mg -3.076913 6.363963 -1.983994 0.227 -2.999 -0.011
H 7.462254 -2.432444 0.908973 0.093 -0.019 0.141
H 2.774342 0.734972 6.470217 -0.046 0.060 0.049
C -4.337013 1.564647 -4.725802 -0.078 1.226 0.047
H 4.503678 0.629617 -6.985579 0.026 0.013 -0.005
K -0.974880 -0.582599 -2.845414 -1.067 1.287 -3.439
B -5.860040 1.182564 -6.353822 -0.859 0.049 -0.858
H 1.144129 4.358899 3.292867 0.091 -0.335 0.127
C 3.274931 3.099733 1.670162 -0.282 -1.114 -0.582
C 1.966368 0.629194 0.987851 0.809 0.680 -0.417
H 3.787916 4.027088 1.927789 -0.232 -0.241 0.004
C -7.570922 -0.809085 3.401664 -0.040 -0.011 -0.328
C 3.070054 1.127961 0.257065 -0.433 -0.381 0.023
O -3.479265 -1.475323 0.538586 -0.543 0.515 -0.261
H 3.451821 0.540259 -0.581058 -0.105 0.205 0.211
O 5.445973 -0.693215 0.556769 0.464 0.023 -0.095
C -0.471792 -1.868423 -0.727176 -0.541 0.216 0.103
O 0.499965 -7.696094 1.753381 -0.114 0.190 -0.006
H 0.277875 -1.686157 -1.596488 -0.606 -0.812 2.126
C 1.366153 1.073763 8.091625 0.154 0.253 0.084
O -5.176661 2.197264 -5.501149 0.288 -0.548 0.261
H -0.673920 -2.304531 2.065193 0.116 0.281 -0.442
C 1.870294 0.310222 6.896885 -0.069 -0.258 -0.005
O 3.822281 1.261450 -5.171580 0.097 0.127 0.228
C 1.679046 3.447768 3.595959 0.510 -0.901 -0.232
C -0.185502 -0.825177 0.434664 -0.410 0.311 -0.169
H -0.695988 0.684756 -1.096550 0.050 0.495 1.441
C -0.909057 0.546199 0.000177 -0.008 -1.384 -0.736
C 2.176865 2.624855 2.396353 -0.088 0.916 0.644
H -2.717699 1.205371 -2.029253 -0.537 -0.787 0.933
C 7.722594 -1.380382 1.034074 -0.836 -0.437 0.268
H 0.342002 0.826167 8.354469 0.031 -0.040 -0.058
C 5.328470 -0.756891 -3.112229 0.280 0.015 -0.099
H 2.010194 0.904184 8.952217 0.012 -0.050 -0.049
H 0.709332 1.105306 2.686912 0.254 0.101 -0.123
F 0.895164 -5.287115 -0.207135 0.068 0.429 0.298
C -2.500567 0.566347 0.141205 -0.128 3.036 -1.499
K 9.629771 -0.259692 -0.148560 3.869 2.025 -1.194
O 6.124240 -0.291257 -4.191719 -0.379 -0.096 0.253
C 1.379327 -0.715911 0.552066 0.007 0.505 0.186
H -7.456625 -1.549566 4.187649 0.002 0.082 0.030
H -3.063106 0.585567 3.731979 0.298 0.111 -0.177
Br 0.538570 0.261571 5.473846 0.266 -0.008 0.236
H -8.479441 -1.018450 2.840037 -0.008 0.056 0.039
C -2.877740 2.022001 0.667426 -0.940 -0.938 0.413
H -0.518262 1.444595 0.486863 0.194 -0.519 0.078
H 0.662745 -6.865915 1.294521 0.080 -0.104 -0.033
C -6.811102 1.623679 -8.368553 0.732 0.117 -0.938
O -7.309983 1.212825 -6.145807 0.596 0.051 -0.182
H 5.796101 -0.438473 -2.180161 0.018 0.032 -0.004
C -0.731466 -1.232683 1.848980 -0.188 0.724 -0.292
H 5.284879 -1.851919 -3.126767 -0.127 -0.006 0.052
C 5.471283 -0.485953 -5.446828 0.483 0.263 -0.227
H -3.126964 2.731815 -0.147890 0.568 -0.853 1.043
C 4.900337 0.811961 -5.983011 -0.331 -0.331 -0.059
F 1.084265 -3.879998 1.410487 0.394 0.486 -0.404
Br 1.424079 2.993749 7.778981 -0.076 -0.045 -0.034
H -2.636294 -2.922049 2.497769 -0.332 0.300 -0.013
H -2.151841 2.418053 1.389554 -0.097 0.076 -0.426
C -2.064001 0.330517 3.347292 -0.017 0.050 -0.337
H -1.221185 -4.454490 1.011645 -0.227 0.025 -0.027
O -5.286389 -0.133053 -5.952712 0.362 0.549 0.489
H 1.855388 -0.971746 -0.410564 -0.202 0.201 0.303
H 1.743298 -1.478656 1.265387 -0.314 0.200 -0.243
O -9.067247 1.566026 -7.501809 0.089 0.040 -0.075
H 4.316004 -0.346217 -3.151660 -0.012 -0.017 -0.005
H -3.822056 1.880011 1.229847 0.339 0.173 -0.191
F 1.969372 -3.468858 -0.604693 -0.208 0.313 0.714
H 1.058167 2.782742 4.212477 -0.040 0.575 -0.071
H 6.222987 -0.854241 -6.150301 -0.024 -0.029 0.000
H 4.690775 -1.246366 -5.358102 -0.040 0.055 -0.011
H -4.249424 0.903132 -1.175797 0.296 -0.329 -0.119
H -1.492530 -0.112884 4.184651 -0.515 0.172 -0.587
C 4.189106 2.341100 -4.330137 -0.126 -0.011 -0.063
C 3.709391 2.315604 0.592776 0.178 0.538 0.289
O -3.612450 2.088718 -3.912666 0.284 -0.226 -0.048
H -3.969664 -1.795622 3.035100 0.746 -0.262 -0.160
H -1.512376 1.234559 3.042048 -0.330 -0.185 0.027
O -6.970607 1.860183 -9.525629 -0.079 0.012 0.091
H -8.516108 0.817260 4.433124 0.013 -0.046 -0.010
```
Positions in Å, forces in eV/Å.

Summary:
F_max (eV/A): 4.53
Frontier orbital gap (alpha / beta) (eV): 2.343 / 2.341
2S+1: 2
Charge: +2
<S²>: 0.754

Results of the Löwdin charge analysis, in e, for atoms 1 through 8: -0.25, -0.12, -0.02, -0.69, -0.08, 0.23, 0.17, 0.08

=====

ORCA calculation (ωB97M-V with the def2-TZVPD basis set) on a 5-piece molecular cluster, C2H12O5 overall.

```
19
Properties=species:S:1:pos:R:3:forces:R:3
H 1.965248 1.233622 -0.240599 -0.288 0.170 0.145
O 1.621261 2.135385 -0.385839 0.717 -0.580 -0.092
H -1.156787 -1.210828 0.007719 -0.125 -0.926 0.058
H 2.430053 2.567524 -0.685515 -0.205 0.324 -0.020
H -2.198260 -0.247502 -2.141479 0.006 0.047 -0.292
H -2.111733 1.329431 -2.843902 0.516 0.677 -0.067
H -0.114585 -1.046326 1.672117 -0.036 -0.094 0.597
H -0.606828 0.239589 -2.633640 -0.068 0.532 -0.653
H 2.925021 -1.231854 1.095414 -0.106 0.115 -0.199
C -1.264382 0.949904 -0.801028 -1.132 1.310 0.869
H 1.593345 -0.891832 0.403622 -0.020 -0.404 -0.088
O -1.838011 0.376478 0.110725 0.163 -0.282 -0.471
O -0.130513 -0.818636 2.622674 0.063 0.019 -0.202
H 0.784605 -0.796664 2.913053 0.006 0.019 0.006
C -1.549278 0.631690 -2.243390 0.066 -1.955 1.165
O 2.550871 -0.889128 0.273255 0.020 0.260 0.133
H -0.603807 1.759608 -0.464396 0.297 0.041 -0.716
H -0.667416 -2.765193 0.130303 -0.435 0.164 0.038
O -0.408408 -1.847605 0.029174 0.560 0.564 -0.210
```
Positions in Å, forces in eV/Å.

Summary:
F_max (eV/A): 2.28
Frontier orbital gap (eV): 10.724
Energy above the lowest of the compared OMol25 structures with the same formula, charge and spin (kcal per mole): 13.6

Results of the Löwdin charge analysis, in e, for atoms 1 through 8: 0.02, -0.07, 0.01, 0.04, 0.08, 0.08, -0.03, 0.09

=====

ORCA calculation (ωB97M-V with the def2-TZVPD basis set) on one molecule with the formula C3H9N3O.

```
16
Properties=species:S:1:pos:R:3:forces:R:3
C -2.471064 -0.124349 0.695741 -0.152 4.824 -4.423
H -2.402413 0.917229 1.055437 -0.105 -0.673 0.852
H -1.899988 0.511784 -1.399239 1.786 -0.376 1.491
H -3.517906 -0.120352 0.203956 1.699 -0.741 0.892
H -2.212812 -0.859186 1.343028 0.310 -2.090 2.115
N 2.709317 0.536839 0.370893 3.200 -0.604 -2.333
N 0.013560 0.053343 -0.245722 0.733 1.304 -0.210
H 3.416522 0.423312 1.086870 -0.143 0.386 0.536
H 1.243086 1.235995 -0.003219 0.981 2.046 0.485
O 0.331074 1.454389 -0.279936 0.348 -1.340 0.415
C 1.106621 -0.854861 -0.280504 -3.723 -3.721 -1.944
N 2.317447 -0.893255 0.136594 -0.586 2.242 -1.049
H -1.447272 -1.036788 -0.817573 -0.367 -3.661 -1.657
C -1.394383 -0.076183 -0.528975 -1.970 0.340 0.336
H 3.424036 0.744336 -0.504287 -2.415 -0.573 2.513
H 0.784169 -1.912247 -0.833068 0.404 2.636 1.978
```
Positions in Å, forces in eV/Å.

Summary:
F_max (eV/A): 6.55
Frontier orbital gap (eV): 9.031
Energy above the lowest of the compared OMol25 structures with the same formula, charge and spin (kcal per mole): 140.5

Results of the Löwdin charge analysis, in e, for atoms 1 through 8: -0.05, 0.06, 0.15, 0.10, 0.02, -0.06, -0.15, 0.06

=====

ORCA calculation (ωB97M-V with the def2-TZVPD basis set) on an isolated ion of composition C8H11Cl2N2O and charge +1.

```
24
Properties=species:S:1:pos:R:3:forces:R:3
Cl -0.632366 -2.695819 3.817913 -0.183 -0.999 2.082
N 0.709847 -1.790335 1.742551 -1.441 -0.183 0.439
O -1.384965 0.048599 -1.567773 0.914 -1.657 0.813
H 2.691698 2.384005 -1.430130 -0.174 0.405 -0.382
C 2.369685 1.729795 -0.651721 1.779 -0.821 0.803
C -1.514367 0.009615 -0.336573 -2.847 1.925 1.713
H -2.015427 2.044716 -1.856602 0.721 -1.371 -0.825
H -0.826972 1.216803 -3.085850 0.035 0.338 0.504
C 1.011570 0.385260 0.822973 2.683 1.135 0.991
H 3.149220 1.283768 0.001929 -0.153 0.672 -0.758
H -1.419088 -2.052865 -0.202756 1.696 2.013 1.031
H 2.002759 0.252009 1.461780 -1.739 0.263 -1.832
C 0.473614 -0.936134 0.545221 3.298 -3.470 -0.001
N -1.476146 -1.320785 1.761801 -0.179 -0.283 0.892
Cl 1.313558 -1.528486 -0.932636 0.006 -0.744 0.134
H -2.186970 0.754858 0.266150 1.274 -0.725 -1.389
C -0.505525 -1.910238 2.418445 0.379 2.559 -4.632
C -0.968171 -1.081208 0.416567 -3.097 -3.239 -0.430
C 1.175889 1.281627 -0.377319 0.144 0.130 1.567
H 1.492067 -2.378602 1.946711 0.490 -0.068 -0.286
H 0.314980 1.657961 -0.854336 -0.858 0.393 -0.669
H 0.379886 0.768723 1.568196 -1.167 1.147 1.097
C -1.688380 1.099573 -2.421094 -0.409 3.008 -0.243
H -2.466397 0.777161 -3.053447 -1.173 -0.430 -0.620
```
Positions in Å, forces in eV/Å.

Summary:
F_max (eV/A): 5.31
Frontier orbital gap (eV): 7.526
Charge: +1

Results of the Löwdin charge analysis, in e, for atoms 1 through 8: 0.90, 0.07, 0.01, 0.07, 0.05, 0.00, 0.15, 0.13

=====

> Among the records above, which one has the highest F_max?

C3H9N3O